Record 1
C19H43CrNO13 as an isolated structure, computed with ωB97M-V/def2-TZVPD.

Results
Total charge: +1
Electronic energy (Ha): -2826.7501
Spin multiplicity: 6
LUMO energy (alpha / beta) (eV): -3.242 / -3.263
<S²>: 8.7544
Gap between HOMO and LUMO (alpha / beta) (eV): 6.6 / 8.0

Each line ends with the Mulliken spin population.
CARTESIAN COORDINATES (ANGSTROEM)
Cr -2.96247 -6.50342 -16.04993  5.113
N 0.32873 -6.13492 -17.38399  0.036
H 0.77384 -5.26206 -17.62910  0.003
H -0.54018 -6.14959 -17.89866  0.044
H 0.02042 -6.07522 -16.42405  -0.026
H 0.84738 -6.96963 -17.61715  0.001
C 0.88562 -5.17571 -13.75630  -0.004
C -0.44911 -5.91880 -13.77717  -0.022
C -1.34233 -5.55941 -12.53680  0.008
O -1.08368 -5.96064 -15.01139  -0.122
H 1.64400 -5.55988 -14.43849  -0.001
H 1.22161 -5.03400 -12.72911  -0.002
H 0.67931 -4.20678 -14.21096  -0.001
H -0.31094 -6.96176 -13.49215  0.010
H -1.95325 -4.67660 -12.72526  0.000
H -0.79123 -5.40286 -11.60950  0.000
H -2.06512 -6.33933 -12.29720  0.003
C -2.01740 -0.93475 -14.77045  0.002
C -2.52333 -2.43666 -15.02960  0.014
O -3.93340 -2.47957 -14.73150  -0.001
C -4.46611 -3.60932 -14.66960  -0.009
O -4.02008 -4.71212 -14.99770  -0.044
O -5.81089 -3.36369 -14.21997  0.003
C -6.71438 -4.48520 -14.34619  -0.003
H -0.98578 -0.80652 -14.44269  0.000
H -2.55270 -0.51696 -13.91780  0.000
H -2.18595 -0.29166 -15.63424  0.000
H -1.86424 -2.95705 -14.33470  -0.003
H -2.26450 -2.80255 -16.02319  0.014
H -6.23064 -5.43807 -14.56094  0.002
H -7.23734 -4.34065 -15.29156  0.000
H -7.39001 -4.64984 -13.50683  0.000
C -0.97188 -3.93949 -8.26854  0.000
C -1.14621 -5.03138 -7.23079  0.000
O -0.43022 -6.22363 -7.59915  0.000
C -0.88631 -7.00657 -8.62254  0.000
O -1.82662 -6.58831 -9.34754  0.000
O -0.24862 -8.13584 -8.55507  0.000
C -0.22931 -8.91690 -9.74629  0.000
H 0.08379 -3.66919 -8.29301  0.000
H -1.50309 -3.04131 -7.95358  0.000
H -1.31187 -4.12551 -9.28732  0.000
H -2.17231 -5.35571 -7.05752  0.000
H -0.70728 -4.73297 -6.27874  0.000
H 0.23174 -9.82518 -9.35826  0.000
H 0.61981 -8.69102 -10.39133  0.000
H -1.10331 -9.08850 -10.37461  0.000
C 2.83549 -14.64755 -14.37315  0.000
C 3.16358 -13.21778 -14.17519  0.000
O 2.15273 -12.23785 -14.45304  0.000
C 2.49340 -10.89264 -14.44108  0.000
O 3.44507 -10.37290 -13.86365  0.000
O 1.55960 -10.21628 -15.05695  0.000
C 1.56746 -8.77974 -14.89698  -0.007
H 3.68666 -15.25979 -14.07519  0.000
H 2.62684 -14.92593 -15.40614  0.000
H 2.01654 -15.05895 -13.78309  0.000
H 4.04154 -12.89807 -14.73650  0.000
H 3.38151 -13.11855 -13.11182  0.000
H 0.54258 -8.50871 -15.15050  0.030
H 2.18293 -8.26290 -15.63331  0.001
H 1.96069 -8.44692 -13.93641  0.000
C -4.48269 -5.56497 -10.85041  0.000
C -5.04386 -6.97162 -11.10866  0.001
O -5.23184 -7.16712 -12.53565  0.000
C -4.28818 -7.62173 -13.22756  -0.021
O -4.15762 -7.31694 -14.39884  -0.018
O -3.36017 -8.40751 -12.47446  0.007
C -2.20278 -9.06870 -13.09966  -0.076
H -5.05985 -4.86358 -11.45294  0.000
H -3.47209 -5.52677 -11.25702  0.001
H -4.60762 -5.17620 -9.83979  0.000
H -6.00340 -6.99662 -10.59217  0.000
H -4.54424 -7.74151 -10.52066  0.000
H -1.30284 -8.89405 -12.50999  0.007
H -1.96635 -8.55866 -14.03350  0.062
H -2.43489 -10.12684 -13.22035  -0.003

Force components x, y, z for each atom (eV/Å):
1.06 0.65 1.47
-0.07 0.37 -1.60
0.68 0.09 -0.15
-0.62 -0.19 -0.36
-0.90 -0.13 2.75
0.46 -0.08 0.07
-1.03 0.63 -0.66
-0.62 -1.64 1.69
-0.33 0.73 -0.88
-0.27 0.38 -1.92
0.19 -0.63 0.34
0.35 -0.11 -0.26
-0.05 0.52 0.32
1.03 -0.52 -0.09
0.07 0.34 -0.02
0.27 0.02 -0.16
0.25 -0.24 -0.32
-1.11 -0.60 -0.42
2.41 2.52 0.80
2.47 2.26 -0.04
-4.26 -3.22 0.17
-0.65 1.88 0.46
2.40 -1.64 -0.39
0.21 -0.58 -1.41
0.21 -0.74 -0.44
-0.43 -0.12 -0.13
-0.06 -0.01 0.08
-0.93 -0.90 0.22
-0.58 0.10 -0.06
0.64 0.13 0.58
-0.64 0.38 0.29
0.26 0.70 0.06
0.09 0.69 0.24
-0.36 -0.51 -0.82
0.50 -1.26 -0.56
-3.06 4.44 0.68
2.76 -2.29 1.17
-0.33 -0.13 -1.35
2.03 -1.82 -0.05
0.07 0.00 -0.13
-0.04 0.05 0.22
-0.02 -0.55 0.25
-0.18 0.39 -0.10
0.00 -0.05 -0.12
-0.97 -0.67 -0.05
-0.15 1.27 -0.22
-0.37 0.39 0.89
-0.80 -1.23 -0.93
1.23 1.36 1.41
-0.61 1.65 -0.95
1.90 -1.32 2.10
-1.31 -1.31 -1.10
-0.84 0.74 -0.60
-0.06 -0.18 -0.56
0.28 0.30 0.01
-0.02 0.17 -0.13
-0.20 0.51 0.15
0.15 -0.32 0.03
0.36 0.25 0.06
-0.06 0.20 0.66
0.44 -0.46 -0.26
-0.50 -0.29 0.14
-0.15 -0.18 -1.41
-0.84 1.06 2.51
-1.64 0.45 2.31
4.41 -1.67 -0.48
0.00 -1.21 0.03
-1.09 0.83 -1.34
-0.80 1.14 -0.43
-0.20 0.02 -0.22
0.04 0.26 0.74
0.44 -0.63 0.13
-0.61 -0.02 -0.94
0.73 -0.20 -1.08
-0.43 -0.13 0.51
-0.30 -0.28 -0.32
0.10 0.18 -0.05

Record 2
A 3-piece molecular cluster, C19H43IN3O4 overall, computed with ωB97M-V/def2-TZVPD.

Results
Total charge: +1
Electronic energy (Ha): -1512.1593
Spin multiplicity: 1
LUMO energy (eV): -4.895
Gap between HOMO and LUMO (eV): 5.4

Each line ends with the natural charge from an NBO analysis.
CARTESIAN COORDINATES (ANGSTROEM)
C -4.49824 -6.86424 3.32079  -0.650
C -4.38338 -6.11090 1.86773  -0.460
C -3.08901 -6.54486 0.96093  -0.328
I -2.35678 -8.60481 1.41012  0.135
C -1.85765 -5.46417 0.93757  -0.323
C -1.21721 -4.90073 2.33741  0.279
N -0.43268 -3.81786 1.92079  -0.476
C -0.47060 -3.50692 0.40946  -0.263
C -2.02743 -4.04331 0.11512  -0.402
H -5.43757 -6.38821 3.88099  0.238
H -3.57667 -6.65017 4.03013  0.203
H -4.75501 -8.02348 3.23793  0.250
H -4.45952 -4.92519 1.97273  0.218
H -5.34830 -6.41572 1.23401  0.243
H -3.48418 -6.62163 -0.16294  0.259
H -0.95409 -6.08849 0.48198  0.271
H -1.34406 -5.27186 3.46171  0.295
H 0.17158 -3.19177 2.49777  0.470
H -0.40446 -2.35452 0.19718  0.270
H 0.17464 -4.20948 -0.29933  0.258
H -2.75503 -3.43133 0.83326  0.227
H -2.37654 -4.13714 -0.99776  0.274
C 2.43889 -0.86085 4.06025  -0.248
O 1.64420 -0.95599 2.88496  -0.582
C 0.70774 0.11764 2.73863  -0.069
C 1.13502 1.06831 1.60680  -0.245
N 2.32353 1.84639 1.97452  -0.623
C 2.96238 2.53087 0.84409  -0.252
C 3.46948 1.66763 -0.32910  -0.089
O 4.59121 0.84241 -0.00995  -0.539
C 4.26428 -0.36702 0.65882  -0.242
H 2.95406 -1.81469 4.20106  0.193
H 3.19636 -0.08216 3.95720  0.174
H 1.82182 -0.66791 4.94373  0.178
H 0.54493 0.65891 3.68159  0.192
H -0.24591 -0.34137 2.45779  0.164
H 0.31094 1.75385 1.38174  0.205
H 1.31873 0.45437 0.72148  0.165
H 3.01030 1.22544 2.39924  0.349
H 3.82101 3.07210 1.25870  0.214
H 2.27123 3.28869 0.45807  0.194
H 3.82570 2.35810 -1.10242  0.201
H 2.67552 1.08036 -0.80213  0.160
H 3.31031 -0.78532 0.32490  0.160
H 4.26035 -0.20387 1.73791  0.154
H 5.05000 -1.09647 0.44786  0.195
C -0.52860 4.20988 -5.87565  -0.244
O 0.59261 4.55064 -5.07025  -0.556
C 0.47867 5.83337 -4.44362  -0.072
C 0.23968 5.68600 -2.93083  -0.244
N -1.10296 5.16816 -2.64384  -0.621
C -1.28384 4.71179 -1.26054  -0.251
C -0.36623 3.58353 -0.74700  -0.086
O -0.60616 2.31050 -1.34946  -0.560
C -0.00445 2.13672 -2.62405  -0.246
H -0.26257 3.33720 -6.47790  0.194
H -1.38656 3.94192 -5.25690  0.152
H -0.79624 5.02785 -6.55228  0.178
H -0.29165 6.45984 -4.91562  0.182
H 1.44105 6.33464 -4.59045  0.190
H 0.35943 6.66297 -2.45030  0.198
H 1.01495 5.01933 -2.54485  0.164
H -1.29795 4.38471 -3.26498  0.350
H -2.32030 4.36213 -1.18590  0.205
H -1.19611 5.57620 -0.59265  0.198
H -0.59070 3.44960 0.31758  0.185
H 0.69667 3.84260 -0.79324  0.163
H 0.96020 2.64613 -2.70452  0.180
H -0.68805 2.47388 -3.40512  0.166
H 0.15925 1.06782 -2.78096  0.180

Force components x, y, z for each atom (eV/Å):
-1.12 0.74 0.59
-0.86 -0.57 -0.22
-1.04 1.53 -0.94
-0.25 1.34 -0.27
0.64 -1.05 0.31
1.62 2.61 -2.68
-1.68 -2.83 0.47
-2.78 -0.35 -1.19
0.55 -0.51 2.03
2.03 -0.96 -1.22
-1.76 -0.69 -1.58
0.94 2.64 0.04
0.43 -2.53 -0.12
2.13 0.64 1.46
1.18 0.17 2.48
-1.59 1.38 0.78
0.53 1.01 -2.66
-0.61 -0.82 -0.11
0.38 -2.43 0.68
-0.74 1.70 2.04
1.36 -0.95 -2.11
0.83 0.19 2.30
0.12 -0.25 -0.01
-0.30 -0.12 0.34
0.00 0.39 -0.66
0.27 -0.07 0.70
-0.13 -0.41 -0.10
0.24 -0.19 0.11
0.33 0.43 0.09
-0.59 -0.09 -0.08
0.47 0.22 -0.10
-0.08 0.10 -0.11
-0.02 0.08 0.17
0.06 0.07 -0.06
0.23 -0.12 -0.15
-0.05 0.07 -0.01
0.09 -0.11 0.00
-0.20 -0.11 -0.16
-0.24 0.24 -0.15
-0.09 -0.05 -0.16
0.05 -0.15 0.01
0.03 -0.08 0.12
-0.06 -0.14 0.14
-0.06 0.10 0.06
-0.19 -0.20 0.09
-0.02 0.13 -0.08
0.36 -0.11 0.00
-0.45 0.30 -0.14
0.30 -0.08 0.52
-0.40 -0.08 -0.61
0.30 -0.23 0.06
-0.04 -0.19 -0.33
-0.52 0.07 0.18
0.35 0.27 0.16
-0.24 -0.22 0.08
0.07 0.12 0.12
-0.24 0.08 -0.06
-0.05 -0.05 0.08
0.01 -0.28 0.11
-0.08 -0.02 0.03
-0.04 -0.06 -0.02
0.25 0.06 -0.01
0.07 0.32 0.17
0.15 0.00 0.11
0.11 -0.07 -0.02
-0.04 0.01 -0.11
-0.05 0.01 -0.26
-0.11 0.09 -0.04
0.23 0.07 -0.17
-0.01 0.03 0.12

What is the formula in the first record?
C19H43CrNO13

What is the formula in the first record?
C19H43CrNO13